# 1
The following is a quantum chemistry calculation of a molecular structure, C5H3GaO6 in a non-equilibrium geometry, from the Open Molecules 2025 dataset.

## Properties
energy relative to the best compared isomer or geometry (same formula, charge and spin): 0.000 eV
net charge: +2
total energy: -2567.718780 hartree
HOMO: -18.95 eV
LUMO: -10.58 eV

Last column: Mulliken charge in e.
Atoms and positions in Å:
O 1.782 1.576 -4.607  -0.086
C 1.087 1.446 -3.729  0.081
Ga -0.101 -0.397 0.340  0.925
O -1.371 1.655 -1.636  -0.064
C -0.938 0.951 -0.831  0.200
C -1.585 -0.306 1.752  0.498
O -2.433 -0.265 2.539  -0.072
C 1.057 -1.564 1.450  0.246
O 1.774 -2.308 1.964  -0.082
C -0.844 -1.888 -0.635  0.350
O -1.163 -2.760 -1.319  -0.079
H 1.133 -0.369 -0.679  -0.092
O 0.826 1.443 1.571  -0.537
H 0.802 0.882 2.368  0.358
H -0.025 1.904 1.452  0.354


# 2
The following is a quantum chemistry calculation of a molecular structure, C2H4Al2Br2NO3 in a non-equilibrium geometry, from the Open Molecules 2025 dataset.

## Properties
net charge: +4
total energy: -5989.898347 hartree
multiplicity: 2
⟨S²⟩: 1.762
HOMO (spin up / spin down): -23.45 / -23.47 eV
LUMO (spin up / spin down): -17.28 / -18.65 eV

Last column: Mulliken charge in e.
Atoms and positions in Å:
Al 0.793 -3.934 3.784  1.076
Al -3.125 -4.476 -1.140  1.074
N 0.058 -2.137 0.115  1.047
O -0.920 -2.604 -0.394  -0.437
O 0.394 -2.586 1.198  -0.364
O 0.650 -1.148 -0.327  -0.402
Br -1.008 3.581 0.479  0.600
C -0.304 1.826 0.084  -0.395
C 0.720 2.018 -0.994  -0.664
Br 2.351 3.033 -0.322  0.636
H -1.221 1.295 -0.173  0.424
H 0.216 1.357 0.920  0.464
H 0.355 2.689 -1.772  0.519
H 1.041 1.086 -1.460  0.423


# 3
The following is a quantum chemistry calculation of a molecular structure, C41H31BrN6O2P2RuSe2 in a non-equilibrium geometry, from the Open Molecules 2025 dataset.

## Properties
energy relative to the best compared isomer or geometry (same formula, charge and spin): 1.292 eV
net charge: +2
total energy: -10213.950715 hartree
multiplicity: 5
⟨S²⟩: 6.022
HOMO (spin up / spin down): -13.02 / -13.51 eV
LUMO (spin up / spin down): -4.89 / -8.71 eV

Last column: Mulliken charge in e.
Atoms and positions in Å:
Ru -1.289 1.021 -2.024  0.515
Se 4.814 -2.155 -0.032  0.080
P 3.828 -0.691 0.870  0.486
C 4.710 0.879 1.184  0.718
C 5.842 0.762 2.023  -0.574
C 6.726 1.801 2.135  -0.814
C 6.583 2.990 1.383  -0.491
C 5.508 3.153 0.572  -0.858
C 4.565 2.083 0.469  -0.054
C 3.280 -1.214 2.577  0.916
C 3.437 -0.519 3.764  -0.208
C 3.065 -1.108 4.995  -0.693
C 2.682 -2.422 5.075  -0.804
C 2.548 -3.130 3.886  -0.647
C 2.922 -2.574 2.658  -0.546
C 2.319 -0.080 -0.105  0.855
C 0.955 0.183 0.035  -0.961
N 0.531 0.497 -1.266  1.072
N 1.536 0.425 -2.054  -0.853
N 2.642 0.112 -1.396  -0.677
P -0.299 -0.046 1.193  0.780
Se -2.007 1.103 0.248  -0.220
C 0.183 0.700 2.689  0.642
C 0.848 1.925 2.592  -0.360
C 1.348 2.534 3.721  -0.991
C 1.182 1.931 4.930  -0.410
C 0.549 0.702 5.091  -0.848
C 0.055 0.080 3.945  -0.181
C -0.778 -1.728 1.386  1.220
C -0.128 -2.836 0.840  -0.355
C -0.582 -4.135 1.103  -0.806
C -1.662 -4.360 1.897  -0.784
C -2.368 -3.263 2.396  -0.800
C -1.895 -1.984 2.188  -0.932
H 6.048 -0.136 2.578  0.441
H 7.528 1.660 2.797  0.466
H 7.308 3.760 1.512  0.440
H 5.436 4.035 -0.058  0.425
H 3.683 2.267 -0.144  0.355
H 3.805 0.497 3.765  0.513
H 3.242 -0.475 5.831  0.548
H 2.494 -2.907 6.042  0.447
H 2.360 -4.158 3.880  0.611
H 2.916 -3.206 1.806  0.057
H 0.965 2.424 1.654  0.416
H 1.786 3.468 3.556  0.567
H 1.629 2.374 5.841  0.373
H 0.487 0.224 6.083  0.485
H -0.551 -0.835 4.087  0.262
H 0.736 -2.734 0.256  0.719
H -0.001 -4.885 0.650  0.625
H -1.897 -5.376 2.180  0.488
H -3.301 -3.479 2.973  0.394
H -2.516 -1.184 2.549  0.642
Br -6.796 1.379 -2.093  -0.107
C -6.033 -0.266 -1.681  0.239
C -6.864 -1.275 -1.191  -0.706
C -6.235 -2.434 -0.744  -0.368
C -4.881 -2.636 -0.856  -0.781
C -4.175 -1.603 -1.505  0.619
N -4.751 -0.467 -1.928  -0.253
C -2.674 -1.676 -1.822  0.477
O -2.051 -2.632 -1.408  -0.585
O -2.132 -0.694 -2.517  -0.666
H -7.912 -1.126 -1.072  0.451
H -6.814 -3.212 -0.317  0.490
H -4.402 -3.607 -0.673  0.500
N -3.201 1.870 -2.708  0.067
C -3.103 1.881 -4.176  0.536
C -4.190 1.920 -4.934  -0.011
C -4.059 2.067 -6.372  -1.057
C -2.820 2.198 -6.912  -0.807
C -1.648 2.062 -6.131  0.978
C -0.349 2.180 -6.704  -0.558
C 0.734 2.113 -5.829  -0.847
C 0.460 1.865 -4.498  -0.035
N -0.715 1.653 -3.972  -0.002
C -1.814 1.885 -4.753  -0.016
H -3.995 1.235 -2.440  -0.036
H -3.483 2.770 -2.290  0.349
H -5.183 1.718 -4.520  0.163
H -4.930 2.065 -6.998  0.439
H -2.665 2.463 -7.936  0.444
H -0.254 2.314 -7.745  0.517
H 1.762 2.218 -6.237  0.373
H 1.360 1.800 -3.849  0.502


# 4
The following is a quantum chemistry calculation of a molecular structure, C60H95BIN10O2 in a non-equilibrium geometry, from the Open Molecules 2025 dataset.

## Properties
net charge: +1
total energy: -3363.548525 hartree
HOMO: -9.35 eV
LUMO: -2.93 eV

Last column: Mulliken charge in e.
Atoms and positions in Å:
C 3.966 -3.412 1.506  -0.878
C 5.390 -3.472 0.948  -0.472
C 5.379 -3.685 -0.566  0.001
C 6.628 -3.233 -1.331  -1.037
C 7.068 -1.795 -1.069  -1.339
C 5.995 -0.759 -1.438  0.305
C 5.271 -0.165 -0.232  0.173
C 4.370 1.021 -0.589  1.169
C 5.047 2.408 -0.522  -1.177
C 4.473 3.359 0.550  -0.736
C 3.559 4.479 0.010  -0.888
C 2.074 4.325 0.365  -1.314
C 1.543 2.884 0.324  0.326
C 1.556 2.151 1.692  -0.818
C 0.209 1.545 2.129  -0.880
C 0.146 0.004 2.084  -1.386
C -0.508 -0.562 0.839  0.071
C -1.988 -0.269 0.574  -1.200
C -2.101 -0.324 -0.955  -0.167
I -2.298 -2.422 -1.516  0.089
B -3.398 0.274 -1.659  0.850
O -4.538 0.249 -0.912  -0.515
C -3.341 0.816 -3.138  -0.539
C -4.598 0.478 -3.984  -1.151
C -0.791 0.312 -1.380  -0.564
N 0.258 -0.199 -0.438  2.342
C 1.166 -1.289 -0.970  -0.488
O 2.249 -0.701 -1.559  -0.225
C 2.297 -0.671 -2.989  -1.110
H 3.410 -2.587 1.048  -0.235
H 3.433 -4.345 1.302  0.404
H 3.964 -3.274 2.589  0.369
H 5.878 -2.532 1.212  0.222
H 5.907 -4.293 1.449  0.517
H 5.291 -4.763 -0.740  0.657
H 4.482 -3.237 -1.012  -0.284
H 7.453 -3.911 -1.098  0.443
H 6.413 -3.316 -2.401  0.291
H 7.975 -1.590 -1.640  0.384
H 7.346 -1.646 -0.021  0.538
H 6.436 0.061 -2.015  0.540
H 5.243 -1.225 -2.086  -0.254
H 4.636 -0.941 0.207  -0.923
H 6.000 0.140 0.526  0.677
H 3.953 0.858 -1.588  -0.353
H 3.512 1.000 0.088  -0.725
H 4.957 2.890 -1.498  0.459
H 6.117 2.271 -0.347  0.482
H 5.326 3.838 1.035  0.531
H 3.970 2.786 1.332  0.386
H 3.888 5.427 0.442  0.386
H 3.687 4.596 -1.068  0.399
H 1.491 4.920 -0.345  0.355
H 1.855 4.760 1.344  0.422
H 2.070 2.302 -0.442  -0.256
H 0.494 2.947 0.001  0.396
H 1.854 2.879 2.448  0.717
H 2.324 1.371 1.712  0.234
H 0.019 1.826 3.166  0.373
H -0.622 1.972 1.559  0.511
H -0.406 -0.385 2.942  0.401
H 1.165 -0.390 2.160  0.466
H -0.421 -1.649 0.921  0.546
H -2.559 -1.074 1.030  0.508
H -2.341 0.685 0.969  0.350
H -5.130 0.994 -1.074  0.325
H -2.465 0.386 -3.630  0.189
H -3.207 1.903 -3.089  0.366
H -5.235 -0.273 -3.517  0.441
H -5.168 1.382 -4.197  0.382
H -4.275 0.104 -4.956  0.187
H -0.833 1.396 -1.237  0.165
H -0.530 0.162 -2.426  0.265
H 0.898 0.560 -0.183  -1.229
H 0.585 -1.919 -1.644  0.445
H 1.476 -1.881 -0.107  0.050
H 2.589 0.330 -3.299  0.335
H 3.030 -1.396 -3.339  0.250
H 1.325 -0.909 -3.429  0.483
N 0.547 0.534 7.311  0.099
C 0.915 1.699 6.691  -1.024
C 1.798 1.378 5.693  -0.041
C 1.966 -0.034 5.711  -0.299
C 1.178 -0.527 6.718  -1.083
H -0.090 0.464 8.085  0.199
H 0.523 2.653 7.003  0.543
H 2.276 2.078 5.027  0.467
H 2.599 -0.621 5.065  0.565
H 1.020 -1.534 7.066  0.450
N -3.604 -3.409 -4.819  0.111
C -4.712 -3.139 -5.573  -0.556
C -5.149 -4.315 -6.120  -0.618
C -4.265 -5.338 -5.679  -0.622
C -3.326 -4.748 -4.877  -0.571
H -3.082 -2.726 -4.301  0.147
H -5.094 -2.134 -5.652  0.662
H -6.006 -4.429 -6.763  0.578
H -4.312 -6.387 -5.922  0.427
H -2.487 -5.169 -4.347  0.403
N 0.675 4.209 9.659  0.098
C -0.454 4.588 10.339  -0.605
C -0.256 5.861 10.801  -0.498
C 1.043 6.264 10.385  -0.597
C 1.592 5.226 9.683  -0.406
H 0.817 3.319 9.221  0.175
H -1.296 3.924 10.437  0.431
H -0.960 6.440 11.374  0.603
H 1.520 7.210 10.582  0.402
H 2.550 5.122 9.204  0.404
N -6.902 3.371 -6.299  0.000
C -6.526 4.635 -6.667  -0.460
C -5.712 4.528 -7.761  -0.866
C -5.595 3.144 -8.071  0.200
C -6.340 2.457 -7.150  -0.807
H -7.505 3.150 -5.529  0.205
H -6.873 5.499 -6.125  0.401
H -5.256 5.348 -8.289  0.393
H -5.032 2.708 -8.879  0.369
H -6.524 1.402 -7.034  0.574
N 5.155 -5.696 -4.737  0.011
C 4.930 -5.993 -3.419  -0.601
C 5.831 -6.954 -3.047  -0.295
C 6.633 -7.246 -4.184  -0.523
C 6.192 -6.455 -5.209  -0.486
H 4.640 -5.027 -5.278  0.199
H 4.153 -5.500 -2.862  0.501
H 5.909 -7.400 -2.069  0.425
H 7.440 -7.957 -4.241  0.404
H 6.526 -6.368 -6.229  0.399
N -4.526 7.016 9.096  -0.001
C -3.166 6.916 9.222  -0.555
C -2.684 8.155 9.551  -0.162
C -3.799 9.035 9.627  -0.651
C -4.920 8.303 9.342  -0.429
H -5.142 6.261 8.859  0.180
H -2.657 5.980 9.072  0.375
H -1.649 8.403 9.719  0.493
H -3.778 10.086 9.864  0.389
H -5.957 8.587 9.297  0.375
N -8.678 -7.302 -5.049  -0.006
C -9.760 -7.067 -4.246  -0.451
C -9.508 -5.930 -3.525  -0.647
C -8.222 -5.461 -3.911  -0.182
C -7.738 -6.328 -4.854  -0.377
H -8.590 -8.072 -5.686  0.187
H -10.613 -7.723 -4.255  0.379
H -10.170 -5.485 -2.802  0.383
H -7.709 -4.589 -3.540  0.449
H -6.808 -6.334 -5.393  0.241
N 4.082 0.268 8.339  0.144
C 5.285 0.657 7.821  -0.312
C 6.274 0.110 8.596  -0.598
C 5.639 -0.640 9.623  -0.554
C 4.287 -0.523 9.436  -0.420
H 3.185 0.523 7.965  0.309
H 5.337 1.286 6.949  0.382
H 7.333 0.234 8.446  0.392
H 6.120 -1.200 10.407  0.396
H 3.460 -0.934 9.989  0.357
N -5.133 -1.687 -9.051  0.094
C -4.719 -0.384 -9.043  -0.294
C -4.451 -0.021 -10.337  -0.481
C -4.716 -1.153 -11.155  -0.674
C -5.135 -2.164 -10.332  -0.360
H -5.389 -2.212 -8.234  0.168
H -4.649 0.174 -8.124  0.355
H -4.104 0.945 -10.663  0.416
H -4.611 -1.216 -12.225  0.387
H -5.431 -3.176 -10.549  0.388


# 5
The following is a quantum chemistry calculation of a molecular structure, C26H32Br2ClInN2O5PS2, from the Open Molecules 2025 dataset.

## Properties
energy relative to the best compared isomer or geometry (same formula, charge and spin): 0.000 eV
net charge: -1
total energy: -8432.092043 hartree
HOMO: -5.19 eV
LUMO: 2.33 eV

Last column: Mulliken charge in e.
Atoms and positions in Å:
In 1.260 -0.109 -0.225  1.524
C 3.158 0.021 -3.458  -0.723
C 1.872 -0.746 -3.585  0.393
C 1.316 -1.025 -4.854  -0.829
C 0.168 -1.753 -4.949  -0.926
C -0.452 -2.259 -3.783  0.797
C -1.623 -3.059 -3.767  -0.067
Br -2.521 -3.500 -5.388  -0.276
C -2.118 -3.540 -2.593  -0.460
C -1.474 -3.244 -1.378  0.213
Br -2.170 -4.007 0.216  -0.234
C -0.343 -2.440 -1.288  -0.274
O 0.264 -2.147 -0.188  -0.630
C 0.163 -1.944 -2.558  0.305
N 1.296 -1.177 -2.488  0.163
H 3.309 0.686 -4.307  0.389
H 3.994 -0.682 -3.422  0.320
H 3.193 0.618 -2.546  -0.396
H 1.804 -0.640 -5.741  0.476
H -0.276 -1.958 -5.914  0.334
H -3.008 -4.153 -2.586  0.401
N 0.154 -0.177 1.847  -0.385
C -1.119 0.577 1.820  -0.905
C -2.049 0.085 0.710  -0.149
C -1.755 0.629 -0.684  0.545
O -2.675 1.063 -1.357  -0.757
O -0.519 0.591 -1.100  -0.555
H -0.013 -1.166 2.008  0.270
H 0.772 0.165 2.576  0.235
H -0.873 1.627 1.664  0.375
H -1.630 0.496 2.780  0.502
H -3.076 0.354 0.940  0.364
H -1.996 -1.010 0.656  -0.179
Cl 2.815 -1.556 6.276  -0.264
C 2.949 -1.404 4.535  0.526
C 2.522 -2.440 3.720  -0.750
C 2.632 -2.315 2.341  -0.120
C 3.166 -1.162 1.751  -0.109
C 3.198 -0.985 0.279  -1.515
C 3.591 -0.136 2.607  0.049
C 3.484 -0.250 3.986  -0.844
H 2.104 -3.335 4.162  0.408
H 2.265 -3.110 1.700  0.320
H 3.174 -1.922 -0.277  0.514
H 3.991 -0.320 -0.059  0.589
H 3.989 0.775 2.171  0.324
H 3.809 0.554 4.634  0.404
C 3.766 6.785 -1.294  -1.424
C 4.164 5.510 -0.578  0.538
C 4.722 5.754 0.809  -1.368
O 2.977 4.703 -0.444  -0.135
P 2.907 3.122 -0.760  0.709
S 4.671 2.306 -0.905  -0.471
S 1.612 2.436 0.620  -0.484
O 2.190 3.006 -2.188  -0.433
C 0.784 3.318 -2.445  1.810
C 0.449 4.773 -2.185  -1.411
C 0.551 2.924 -3.884  -1.351
H 4.629 7.450 -1.389  0.438
H 2.983 7.303 -0.733  0.284
H 3.383 6.562 -2.291  0.282
H 4.895 4.960 -1.168  0.348
H 3.973 6.251 1.431  0.307
H 5.615 6.382 0.756  0.412
H 4.988 4.804 1.274  0.265
H 0.187 2.679 -1.799  -0.569
H 1.068 5.431 -2.801  0.247
H 0.596 5.038 -1.140  0.273
H -0.600 4.934 -2.439  0.477
H 1.226 3.480 -4.541  0.396
H -0.481 3.141 -4.162  0.408
H 0.723 1.855 -4.024  0.061


# 6
The following is a quantum chemistry calculation of 3 unconnected molecules or ions with the total composition C6H16N2O in a non-equilibrium geometry, from the Open Molecules 2025 dataset.

## Properties
energy relative to the best compared isomer or geometry (same formula, charge and spin): 5.565 eV
total energy: -422.782211 hartree
HOMO (spin up / spin down): -6.37 / -5.39 eV
LUMO (spin up / spin down): 0.61 / 0.62 eV

Last column: Mulliken charge in e.
Atoms and positions in Å:
C 1.062 -0.001 0.502  0.371
C -1.602 -0.060 -0.016  1.210
C 0.662 -0.476 -0.705  -0.904
C 3.109 -0.718 -1.100  -1.002
C -1.849 1.256 -0.692  -1.550
C -1.805 -0.067 1.470  -1.633
N 1.290 1.322 0.794  -0.447
N -2.262 -1.140 -0.655  -0.643
O 1.210 -0.855 1.530  -0.492
H 1.096 -0.382 2.365  0.371
H 2.113 1.484 1.360  0.219
H 1.283 1.925 -0.016  0.219
H -2.082 -2.038 -0.222  0.236
H -2.079 -1.200 -1.649  0.246
H 0.457 -1.525 -0.817  0.305
H 0.625 0.167 -1.565  0.455
H 3.494 0.243 -1.440  0.289
H 3.027 -1.450 -1.900  0.324
H 3.624 -1.105 -0.223  0.286
H -1.258 2.049 -0.229  0.280
H -1.599 1.221 -1.758  0.349
H -2.909 1.550 -0.622  0.429
H -1.470 -1.007 1.920  0.358
H -1.262 0.753 1.943  0.277
H -2.872 0.053 1.724  0.445